This record from OMol25 describes a structure of composition C26H26BrN8O8P2S2W. The level of theory is the ωB97M-V functional and the def2-TZVPD basis.

Geometry as XYZ:
```
74
Properties=species:S:1:pos:R:3:forces:R:3:lowdin_charge:R:1
W 0.667617 -1.129068 -0.231917 0.410 -1.290 -2.403 1.57
C 0.978220 0.350078 -4.417611 0.298 0.145 -0.346 0.01
C 1.262954 -0.296112 -3.111106 -0.517 0.328 0.160 -0.25
N 0.828000 0.177208 -1.962698 0.299 0.157 -0.250 -0.08
N 0.345162 1.463976 -2.028550 0.016 -0.420 -0.422 -0.01
C 0.265593 2.244036 -0.962091 -0.003 0.155 1.373 -0.79
N -0.087573 3.515408 -1.161073 -0.068 0.076 -0.277 0.14
S 0.574985 1.611206 0.554889 0.047 0.573 -0.008 0.86
C 1.929888 -1.544089 -3.011203 0.321 -0.791 -0.275 -0.25
C 2.540240 -2.181571 -4.093813 -0.231 0.445 -0.249 0.01
C 3.229998 -3.347470 -3.903541 0.245 -0.344 0.028 -0.02
C 3.314253 -3.857170 -2.610365 0.083 -0.045 -0.416 -0.01
C 2.673979 -3.195832 -1.597828 -0.044 -0.158 0.265 -0.09
N 1.960823 -2.072380 -1.770856 0.039 0.129 -0.106 -0.03
H -0.003385 0.022462 -4.772812 -0.007 -0.033 0.035 0.11
H 1.715017 0.055055 -5.158727 -0.077 0.032 -0.031 0.08
H 0.999806 1.440354 -4.397636 0.110 -0.079 -0.085 0.08
H 0.204611 1.839548 -2.940331 -0.162 0.168 -0.373 0.12
H -0.193528 3.918826 -2.075716 -0.051 0.038 -0.034 0.12
H -0.175304 4.121229 -0.368984 -0.061 0.156 0.190 0.07
H 2.458448 -1.747345 -5.079581 0.030 -0.105 0.026 0.11
H 3.705855 -3.856483 -4.735462 -0.078 0.086 0.087 0.12
H 3.855996 -4.768728 -2.395256 -0.022 0.077 0.013 0.12
H 2.714330 -3.573122 -0.598847 -0.084 -0.084 0.213 0.09
C 4.325059 -1.980868 3.678076 -0.103 0.085 0.076 -0.05
C 3.674212 -2.004874 2.302807 -0.162 0.018 -0.419 -0.57
O 4.556333 -2.466651 1.261824 -0.097 0.226 0.336 -0.05
P 3.217978 -0.352445 1.675233 0.130 0.434 -0.544 0.50
O 4.444598 0.628643 1.863621 0.697 -0.259 -0.560 -0.07
O 2.132174 0.265655 2.624463 0.153 0.097 0.412 -0.14
O 2.709508 -0.364862 0.252966 0.483 0.160 0.963 -0.40
P 2.059731 -2.923168 2.256683 -0.037 0.226 0.089 0.37
O 2.575509 -4.437591 2.247636 -0.225 -0.516 0.275 -0.11
O 1.178593 -2.605139 3.389891 0.236 -0.172 -0.042 -0.25
O 1.630441 -2.641835 0.803303 0.062 -0.267 0.758 -0.54
H 5.190044 -1.314134 3.693783 -0.053 -0.080 -0.003 0.09
H 4.656776 -2.990781 3.931598 -0.035 0.069 -0.013 0.10
H 3.602106 -1.670482 4.442645 0.134 -0.065 -0.140 0.09
H 4.647903 -3.422760 1.331062 0.006 -0.156 0.121 0.10
H 5.181135 0.499623 1.225974 -0.559 0.066 0.495 0.13
H 2.371577 0.450041 3.546964 -0.049 -0.155 -0.233 0.13
H 2.088067 -4.995569 2.890405 0.379 0.460 -0.428 0.11
Br -2.006946 6.730169 0.004378 0.056 0.014 -0.001 0.75
C -3.093504 5.313065 0.630608 0.101 -0.074 0.049 -0.70
C -4.368751 5.154925 0.125607 -0.251 -0.047 -0.117 -0.11
C -5.141199 4.085207 0.560694 -0.156 -0.040 -0.218 -0.02
C -4.629068 3.157650 1.457547 0.233 -0.276 -0.363 -0.26
C -3.353680 3.361186 1.992521 -0.081 -0.043 0.133 -0.01
C -2.588652 4.444025 1.586957 -0.021 -0.133 0.096 -0.12
N -5.528766 2.116109 1.890965 0.518 0.665 0.947 0.09
N -5.125855 1.039928 2.356211 -0.722 -0.748 -0.940 0.09
C -3.875823 0.441856 2.058364 0.466 0.430 0.133 -0.23
C -3.240608 -0.215398 3.080640 0.122 0.116 0.384 0.01
C -1.938071 -0.736356 2.932615 -0.438 -0.138 0.989 0.05
C -1.349311 -0.665647 1.720238 0.063 0.009 -0.430 -0.35
O -0.129722 -1.094707 1.441510 -0.757 0.117 2.135 -0.35
C -2.046931 -0.186417 0.608951 -0.468 0.128 0.351 -0.19
N -1.407600 -0.369741 -0.579015 0.566 -0.051 1.210 -0.05
C -2.052377 -0.032973 -1.646393 -0.452 0.156 -1.311 -0.13
C -3.339163 0.524777 -1.623919 -0.046 0.033 -0.559 0.00
C -3.964589 0.759460 -0.443052 -0.386 0.227 0.044 0.03
C -3.312552 0.391508 0.744149 -0.217 -0.057 0.274 -0.08
H -4.764784 5.862847 -0.593110 0.030 -0.076 0.060 0.11
H -6.153953 3.948541 0.190425 0.127 0.057 0.064 0.12
H -2.972319 2.695302 2.756791 0.037 0.033 -0.077 0.12
H -1.610560 4.613208 2.024244 -0.081 -0.029 -0.051 0.11
H -3.752372 -0.260215 4.039187 0.168 0.001 -0.109 0.13
H -1.397795 -1.200410 3.752622 -0.136 0.075 -0.063 0.13
H -1.562522 -0.255756 -2.576589 -0.039 0.085 -0.285 0.08
H -3.831768 0.750458 -2.561078 0.101 -0.026 0.016 0.12
H -4.960953 1.189796 -0.431544 0.116 -0.085 0.057 0.12
S -0.755496 -3.267302 -0.599011 0.488 0.741 -0.401 0.73
C -0.846941 -2.769789 -2.198318 -0.462 -0.474 -0.171 -0.82
N -0.905100 -2.388123 -3.291011 0.067 0.025 -0.099 0.10
```
Forces are in eV/Å.

Computed properties:
Total charge: +1
Calculated total energy, eV: -167801.187
Lowest unoccupied orbital energy (alpha / beta), eV: -3.75 / -4.02
Energy above the lowest of the compared OMol25 structures with the same formula, charge and spin, kJ/mol: 162.11
2S+1: 3
Molecular weight, g/mol: 968.4
Orbital gap (alpha / beta), eV: 5.248 / 6.122

***

This record from OMol25 describes a cluster of 2 separate species, C26H26F6N2OS in total. The level of theory is the ωB97M-V functional and the def2-TZVPD basis.

Geometry as XYZ:
```
62
Properties=species:S:1:pos:R:3:forces:R:3:lowdin_charge:R:1
C 1.399061 -1.157255 6.043919 0.596 -0.204 -0.119 -0.05
N 0.132202 -1.183892 5.360735 -0.876 0.315 1.498 -0.16
C -0.982612 -1.786274 6.079629 0.564 0.765 -0.584 -0.04
C -1.018119 -3.263308 5.810463 0.399 -1.296 -0.777 -0.54
F -2.024576 -3.904396 6.454790 0.762 0.430 -0.430 0.13
F -1.155884 -3.504920 4.461397 -0.074 0.078 1.311 0.11
F 0.173281 -3.849568 6.173092 -1.170 0.275 -0.145 0.10
C 0.036746 -0.852835 4.032192 -0.044 0.230 -1.371 -0.24
C -0.885640 0.104303 3.524695 0.436 -0.530 0.519 0.01
C -0.896101 0.395762 2.180189 0.184 -0.149 -0.669 0.00
C -0.087547 -0.337222 1.240928 -0.321 -0.303 0.727 -0.18
C -0.102762 0.032757 -0.131892 -0.332 0.900 0.214 0.06
C 0.657261 -0.484538 -1.217847 0.826 -0.213 -1.073 -0.18
C 0.469100 0.058947 -2.536415 -0.211 -0.133 0.783 0.00
C 1.191331 -0.403105 -3.617809 0.671 -0.782 -0.154 0.02
C 2.096481 -1.492683 -3.464521 -0.875 0.427 1.509 -0.24
N 2.882653 -2.002413 -4.484921 1.051 0.372 -1.724 -0.18
C 2.549222 -3.258830 -5.112212 -0.216 -0.339 0.206 -0.06
C 4.203665 -1.455378 -4.790219 -1.213 -0.091 0.263 -0.05
C 5.291189 -1.985562 -3.896853 0.523 -0.544 1.100 -0.54
F 6.530009 -1.594031 -4.308826 -0.969 -0.378 0.394 0.12
F 5.118550 -1.551034 -2.602939 0.415 -0.370 -1.142 0.11
F 5.270507 -3.358486 -3.843764 0.290 1.104 -0.051 0.10
C 2.218843 -2.100871 -2.203810 -0.132 0.478 -0.439 0.00
C 1.618753 -1.529580 -1.103394 -0.326 -0.152 0.067 0.00
C 0.690924 -1.403533 1.785218 0.347 0.310 -0.122 0.00
C 0.880447 -1.536564 3.136359 -0.345 0.009 0.275 0.00
H 2.071292 -0.453736 5.537831 -0.181 -0.127 0.176 0.10
H 1.229352 -0.808992 7.069346 0.177 -0.056 -0.114 0.09
H 1.888075 -2.141089 6.075886 0.024 0.193 0.107 0.08
H -0.816849 -1.632483 7.149660 -0.369 0.009 -0.093 0.14
H -1.922630 -1.355361 5.725732 -0.024 -0.079 0.305 0.14
H -1.512936 0.640682 4.240465 0.129 -0.106 -0.338 0.12
H -1.522033 1.211042 1.803528 0.293 -0.243 0.090 0.12
H -0.780817 0.854385 -0.380284 0.091 -0.264 -0.012 0.08
H -0.261790 0.861744 -2.666858 0.283 -0.195 0.073 0.12
H 1.058692 0.017903 -4.615635 0.050 0.002 0.318 0.12
H 1.473730 -3.443709 -4.992568 0.279 0.038 -0.112 0.10
H 2.779570 -3.185013 -6.181299 -0.074 -0.190 0.084 0.09
H 3.097600 -4.109799 -4.680049 -0.154 0.058 -0.182 0.08
H 4.452548 -1.742293 -5.816099 0.085 0.331 0.053 0.14
H 4.180849 -0.372730 -4.639849 0.161 -0.037 -0.315 0.15
H 2.841721 -2.996774 -2.130783 -0.026 0.493 0.187 0.13
H 1.921880 -1.920375 -0.143495 -0.075 0.166 -0.470 0.08
H 1.149572 -2.157956 1.154599 -0.208 0.430 0.418 0.09
H 1.599074 -2.250148 3.556055 -0.473 0.074 -0.333 0.13
C -6.446285 4.564669 -1.199773 0.847 -0.070 -0.511 -0.07
O -5.339618 4.474047 -2.138072 -0.777 0.069 0.399 -0.10
C -4.073763 4.342079 -1.662026 0.980 -0.222 0.836 -0.28
C -3.015557 4.290699 -2.614073 -1.182 0.225 0.319 -0.03
C -1.712437 4.156858 -2.203807 -0.038 -0.280 0.822 -0.13
C -1.388015 3.991415 -0.822774 -2.038 0.499 -0.426 -0.84
S 0.143367 3.590188 -0.319595 2.136 -0.895 0.662 0.56
C -2.445368 4.118090 0.122931 0.270 -0.242 -0.631 -0.14
C -3.760917 4.251425 -0.275187 -0.704 0.235 -1.104 -0.04
H -7.324051 4.682637 -1.834111 0.064 -0.018 0.141 0.09
H -6.537427 3.647358 -0.598285 0.078 0.236 -0.178 0.09
H -6.341391 5.438350 -0.538290 0.042 -0.244 -0.201 0.09
H -3.271599 4.358126 -3.672469 0.041 0.062 0.274 0.11
H -0.899973 4.137435 -2.920773 -0.063 -0.071 0.014 0.09
H -2.203695 4.063603 1.179152 0.042 -0.049 -0.099 0.09
H -4.567154 4.282228 0.462786 0.355 0.062 -0.222 0.10
```
Forces are in eV/Å.

Computed properties:
Total charge: 0
Calculated total energy, eV: -59548.515
Lowest unoccupied orbital energy, eV: -2.39
Molecular weight, g/mol: 528.6
Orbital gap, eV: 3.263

***

molecular weight of number 1 (C26H26BrN8O8P2S2W)? 968.4 g/mol

***

Which of these has the highest total charge? C26H26BrN8O8P2S2W

***

Among the records above, which one has the highest total charge? C26H26BrN8O8P2S2W

***

What is the calculated total energy in the second record? -59548.515 eV